Molecular formula: C9H17N6O14P2PtS2
Method: DFT, wB97M-V/def2-TZVPD

LUMO level   -6.025 eV
Energy above the lowest of the compared OMol25 structures with the same formula, charge and spin   14.29 kcal/mol
Molar mass   754.42 g/mol
E_HOMO   -13.42 eV
E_tot   -3333.2649 a.u.

Geometry as ORCA input:
```
! wB97M-V def2-TZVPD RIJCOSX def2/J DEFGRID3
* xyz 1 1
Pt 0.160 0.940 -0.394
O 1.041 1.406 3.045
S -0.169 1.568 2.321
O -1.369 1.970 2.968
O -0.479 0.366 1.385
C 0.151 2.772 0.960
C -0.921 3.697 0.786
C -0.684 4.980 0.366
C 0.628 5.393 0.130
C 1.699 4.502 0.206
C 1.473 3.208 0.596
S 2.807 2.043 0.345
O 3.237 2.305 -1.003
O 3.755 2.032 1.395
O 1.986 0.720 0.375
H -1.913 3.382 1.079
H -1.502 5.677 0.258
H 0.818 6.418 -0.163
H 2.692 4.809 -0.093
N -4.442 -0.889 -2.575
C -2.984 -0.577 -2.323
C -2.391 -0.103 -3.647
P -2.030 -2.001 -1.597
O -3.218 -3.088 -1.615
O -0.907 -2.319 -2.533
O -1.606 -1.633 -0.212
P -3.094 0.854 -1.156
O -3.594 0.273 0.219
O -4.107 1.743 -1.754
O -1.675 1.458 -1.019
H -4.571 -1.374 -3.464
H -4.938 0.020 -2.579
H -4.818 -1.484 -1.834
H -2.386 -0.910 -4.382
H -1.360 0.200 -3.499
H -2.944 0.757 -4.031
H -3.013 -3.923 -1.174
H -2.941 -0.363 0.588
N 0.737 -0.936 -1.141
N 1.740 -0.706 -2.103
C 1.768 0.484 -2.731
N 2.634 0.670 -3.700
N 0.805 1.339 -2.307
N 0.763 2.644 -2.839
O 0.280 3.471 -2.122
O 1.206 2.815 -3.954
H 1.142 -1.401 -0.327
H -0.030 -1.531 -1.591
H 2.526 -1.336 -2.122
H 3.348 -0.018 -3.881
H 2.681 1.568 -4.156
*
```

Mulliken atomic charge list, values in e, 2 entries:
1 Pt 2.905
2 O -0.579